#one
The following is a DFT calculation (ωB97M-V/def2-TZVPD) of a cluster of 2 separate species, C4H12 in total.

Its SMILES is CC.CC. The HOMO-LUMO gap comes out at 12.27 eV.

Cartesian coordinates (Å):
C 1.916 -0.571 -0.159
C 1.735 -1.446 1.009
H 1.663 0.443 0.198
H 2.950 -0.544 -0.582
H 1.309 -0.858 -1.038
H 1.943 -2.607 0.836
H 0.713 -1.350 1.471
H 2.512 -1.249 1.892
C -1.663 0.979 0.326
C -1.969 1.077 -1.188
H -2.197 0.122 0.837
H -0.608 0.922 0.710
H -2.194 1.931 0.652
H -1.940 1.989 -1.790
H -2.979 0.595 -1.445
H -1.192 0.568 -1.731

=====

#two
The following is a DFT calculation (ωB97M-V/def2-TZVPD) of a cluster of 2 separate species, C4H12 in total.

Its SMILES is CC.CC. The HOMO-LUMO gap comes out at 12.18 eV.

Cartesian coordinates (Å):
C -1.194 1.385 -1.227
C 0.155 1.906 -1.812
H -2.049 1.989 -1.541
H -1.283 0.380 -1.635
H -1.379 1.398 -0.150
H 0.296 2.915 -1.419
H 1.019 1.339 -1.473
H -0.042 2.037 -2.874
C 0.561 -1.410 2.211
C 0.671 -1.932 0.804
H -0.460 -1.219 2.573
H 1.073 -2.061 2.927
H 0.786 -0.333 2.359
H -0.347 -2.263 0.502
H 1.201 -2.870 0.739
H 0.991 -1.261 0.016

=====

#three
The following is a DFT calculation (ωB97M-V/def2-TZVPD) of a cluster of 2 separate species, C4H12 in total.

Its SMILES is CC.CC. The HOMO-LUMO gap comes out at 12.35 eV.

Cartesian coordinates (Å):
C -0.268 1.784 1.103
C 0.574 1.416 -0.120
H -0.360 0.915 1.723
H 0.293 2.784 1.502
H -1.259 2.200 0.983
H 1.682 1.266 0.164
H 0.541 2.294 -0.632
H 0.281 0.646 -0.736
C -0.750 -1.670 0.042
C 0.311 -1.643 -1.103
H -1.612 -0.975 -0.028
H -0.916 -2.834 0.227
H -0.125 -1.328 0.850
H -0.067 -1.161 -1.965
H 0.483 -2.609 -1.472
H 1.193 -1.085 -0.539

=====

#four
The following is a DFT calculation (ωB97M-V/def2-TZVPD) of a cluster of 2 separate species, C4H12 in total.

Its SMILES is CC.CC. The HOMO-LUMO gap comes out at 12.55 eV.

Cartesian coordinates (Å):
C -0.582 -0.965 1.417
C -1.569 -0.135 2.230
H -0.759 -0.891 0.350
H 0.471 -0.927 1.684
H -0.856 -2.017 1.579
H -1.656 -0.496 3.253
H -2.527 -0.046 1.720
H -1.179 0.871 2.406
C 0.406 0.169 -1.845
C 1.747 0.930 -1.789
H -0.377 0.799 -1.429
H 0.073 -0.031 -2.865
H 0.427 -0.756 -1.285
H 2.067 1.450 -2.685
H 2.530 0.263 -1.439
H 1.624 1.658 -0.984

=====

Tell me which of them is the least stable. Sure, it is #three.

=====

#one
The following is a DFT calculation (ωB97M-V/def2-TZVPD) of a cluster of 2 separate species, C4H12 in total.

Its SMILES is CC.CC. The HOMO-LUMO gap comes out at 12.56 eV.

Cartesian coordinates (Å):
C -1.234 -1.902 1.956
C -2.170 -0.918 1.253
H -0.541 -1.414 2.456
H -1.718 -2.555 2.724
H -0.722 -2.645 1.373
H -1.758 -0.629 0.184
H -2.193 0.029 1.705
H -3.237 -1.285 1.213
C 2.365 1.047 -1.210
C 1.097 1.838 -2.059
H 3.362 1.553 -1.380
H 2.122 1.135 -0.189
H 2.447 -0.082 -1.388
H 0.555 2.422 -1.340
H 0.359 1.019 -2.327
H 1.269 2.386 -2.972

=====

#two
The following is a DFT calculation (ωB97M-V/def2-TZVPD) of a cluster of 2 separate species, C4H12 in total.

Its SMILES is CC.CC. The HOMO-LUMO gap comes out at 12.65 eV.

Cartesian coordinates (Å):
C -0.094 -2.210 -1.680
C -0.494 -1.976 -0.188
H -0.908 -2.748 -2.155
H 0.216 -1.319 -2.218
H 0.753 -2.898 -1.706
H -1.559 -1.775 -0.265
H -0.303 -2.902 0.345
H 0.051 -1.168 0.287
C 0.708 1.523 1.217
C -0.142 2.653 0.673
H 1.350 1.090 0.447
H 1.471 1.891 1.916
H 0.098 0.789 1.728
H -0.085 2.683 -0.423
H -1.180 2.427 0.923
H 0.047 3.696 0.909

=====

#three
The following is a DFT calculation (ωB97M-V/def2-TZVPD) of a cluster of 2 separate species, C4H12 in total.

Its SMILES is CC.CC. The HOMO-LUMO gap comes out at 12.20 eV.

Cartesian coordinates (Å):
C -0.074 -1.642 0.682
C 0.578 -2.537 -0.351
H -1.124 -1.566 0.379
H -0.177 -2.187 1.632
H 0.273 -0.651 0.949
H -0.216 -3.190 -0.707
H 1.446 -3.114 -0.030
H 1.026 -1.993 -1.189
C -0.881 2.197 0.213
C 0.363 1.944 -0.579
H -0.997 1.787 1.225
H -0.740 3.193 0.702
H -1.834 2.258 -0.299
H 0.240 2.331 -1.590
H 1.217 2.427 -0.099
H 0.755 0.921 -0.635

=====

#four
The following is a DFT calculation (ωB97M-V/def2-TZVPD) of a cluster of 2 separate species, C4H12 in total.

Its SMILES is CC.CC. The HOMO-LUMO gap comes out at 12.59 eV.

Cartesian coordinates (Å):
C -1.427 -0.696 -0.917
C -2.765 0.080 -1.327
H -1.521 -1.014 0.121
H -1.357 -1.516 -1.565
H -0.517 -0.002 -0.960
H -3.604 -0.633 -1.632
H -3.111 0.834 -0.472
H -2.555 0.875 -2.157
C 1.339 0.083 1.099
C 2.874 0.393 1.105
H 0.948 -0.010 0.104
H 1.181 -0.880 1.616
H 0.787 0.881 1.630
H 3.127 0.514 2.164
H 2.952 1.432 0.621
H 3.649 -0.342 0.572

=====

Tell me which of them is the least stable. Sure, it is #one.

=====

#one
The following is a DFT calculation (ωB97M-V/def2-TZVPD) of an isolated molecule of C4H4Cl2.

Its SMILES is CC#CC(Cl)Cl. The HOMO-LUMO gap comes out at 10.99 eV.

Cartesian coordinates (Å):
C 2.101 -0.103 -0.313
C 0.675 -0.029 -0.013
C -0.501 -0.048 0.124
C -1.970 0.076 0.429
Cl -2.999 -1.240 -0.280
Cl -2.507 1.560 -0.271
H 2.617 -0.332 0.608
H 2.277 -0.841 -1.114
H 2.415 0.846 -0.658
H -2.106 0.111 1.488

=====

#two
The following is a DFT calculation (ωB97M-V/def2-TZVPD) of an isolated molecule of C4H4Cl2.

Its SMILES is CC1C(Cl)=C1Cl. The HOMO-LUMO gap comes out at 9.23 eV.

Cartesian coordinates (Å):
C -0.180 1.218 -0.010
C 0.295 -0.089 -0.488
C 0.724 -1.096 0.561
Cl 1.622 -1.262 1.947
C -0.459 -1.312 -0.225
Cl -1.847 -2.090 -0.791
H -1.115 1.102 0.619
H -0.703 1.770 -0.803
H 0.647 1.888 0.484
H 1.016 -0.129 -1.295

=====

Tell me which of them is the least stable. Sure, it is #two.

=====

#one
The following is a DFT calculation (ωB97M-V/def2-TZVPD) of the ion HN4O3 with charge -1.

Its SMILES is [H]/N=N\N([O-])ON=O. The net charge is -1. The HOMO-LUMO gap (spin up / spin down) comes out at 6.60 / 6.59 eV.

Cartesian coordinates (Å):
H -1.002 -1.495 1.229
N -0.431 -1.751 0.394
N 0.198 -0.772 -0.103
N 0.504 0.340 0.475
O 0.325 0.703 1.696
O 1.043 1.236 -0.419
N 0.229 0.739 -1.689
O -0.865 1.000 -1.582

=====

#two
The following is a DFT calculation (ωB97M-V/def2-TZVPD) of a cluster of 2 separate species, HN4O3 in total.

The net charge is -1. The HOMO-LUMO gap (spin up / spin down) comes out at 6.60 / 8.05 eV.

Cartesian coordinates (Å):
N -0.354 0.781 0.622
N 1.948 -1.276 0.423
N 0.881 0.819 0.342
N -1.312 0.500 -0.322
O -1.040 0.395 -1.506
O 1.208 -2.097 0.894
O -2.440 0.379 0.188
H 1.109 0.499 -0.641

=====

Tell me which of them is the least stable. Sure, it is #one.

=====

#one
The following is a DFT calculation (ωB97M-V/def2-TZVPD) of the ion C5H10N with charge +1.

Its SMILES is CCC1=[N+](C)C1. The net charge is +1. The HOMO-LUMO gap comes out at 11.84 eV.

Cartesian coordinates (Å):
C 2.203 0.912 -0.096
C 1.519 -0.482 -0.020
C -0.052 -0.244 -0.407
N -1.221 -0.325 0.027
C -2.150 -0.757 1.092
C -1.053 0.450 -1.211
H 2.123 1.300 -1.099
H 3.127 0.826 0.311
H 1.733 1.558 0.508
H 1.483 -0.910 0.946
H 1.848 -1.168 -0.749
H -3.068 -0.178 1.238
H -1.457 -0.706 1.903
H -2.486 -1.767 0.859
H -1.371 1.479 -1.065
H -1.179 0.012 -2.238

=====

#two
The following is a DFT calculation (ωB97M-V/def2-TZVPD) of the ion C5H10N with charge +1.

Its SMILES is [NH3+]C1=CCCC1. The net charge is +1. The HOMO-LUMO gap comes out at 10.18 eV.

Cartesian coordinates (Å):
N -1.773 -0.409 -1.310
C -0.668 -0.056 -0.431
C -0.614 0.900 0.533
C 0.707 1.045 1.390
C 1.554 -0.019 0.624
C 0.647 -0.807 -0.380
H -1.758 0.143 -2.181
H -2.671 -0.247 -0.827
H -1.701 -1.406 -1.562
H -1.436 1.564 0.757
H 0.491 0.780 2.419
H 1.097 2.053 1.328
H 2.020 -0.714 1.316
H 2.349 0.477 0.070
H 1.124 -0.889 -1.355
H 0.475 -1.822 -0.016

=====

Tell me which of them is the least stable. Sure, it is #one.

=====

#one
The following is a DFT calculation (ωB97M-V/def2-TZVPD) of a structure of composition C5H12N2O3.

The HOMO-LUMO gap comes out at 10.13 eV.

Cartesian coordinates (Å):
C 2.625 0.708 1.943
N 1.609 0.141 1.068
H 3.513 0.971 1.355
H 2.249 1.615 2.438
H 2.921 -0.022 2.710
H 0.892 -0.375 1.564
H 2.259 -0.848 -0.060
C 1.062 1.013 -0.370
O 1.609 2.069 -0.631
O -0.254 0.943 -0.573
C -0.912 -0.269 -0.962
C -2.387 -0.006 -1.013
C -3.321 -1.068 -0.572
N -3.147 0.143 0.223
H -0.548 -0.568 -1.955
H -0.689 -1.063 -0.233
H -2.700 0.657 -1.824
H -4.286 -1.176 -1.073
H -2.893 -1.999 -0.190
H -2.557 -0.047 1.038
O 2.074 -0.624 -1.291
H 2.881 -0.193 -1.591

=====

#two
The following is a DFT calculation (ωB97M-V/def2-TZVPD) of a structure of composition C5H12N2O3.

The HOMO-LUMO gap comes out at 9.79 eV.

Cartesian coordinates (Å):
C 1.067 0.854 1.033
C -0.816 -1.005 1.316
C 0.643 2.201 1.575
N -0.178 -0.044 0.429
H -0.875 0.619 0.099
H 1.424 0.199 1.826
H 1.929 0.969 0.381
H -0.059 -1.714 1.651
H -1.600 -1.547 0.782
H -1.276 -0.514 2.179
H 0.323 2.862 0.772
H -0.168 2.094 2.293
H 1.481 2.659 2.100
C 0.647 -0.752 -1.191
C -0.699 -1.051 -1.887
N -1.135 -0.044 -2.655
O 1.203 -1.897 -0.717
O 1.330 0.224 -1.547
O -1.287 -2.099 -1.657
H 0.503 -2.580 -0.748
H -1.965 -0.149 -3.217
H -0.493 0.714 -2.817

=====

Tell me which of them is the least stable. Sure, it is #one.

=====

#one
The following is a DFT calculation (ωB97M-V/def2-TZVPD) of an isolated molecule of C6H8N2.

Its SMILES is C#CC/N=C\N1CC1. The HOMO-LUMO gap comes out at 10.44 eV.

Cartesian coordinates (Å):
C 2.744 -1.144 -0.462
C 2.118 -0.281 0.084
C 1.266 0.747 0.711
N 0.444 1.442 -0.325
C -0.763 1.109 -0.471
N -1.482 0.206 0.413
C -2.441 -0.627 -0.261
C -1.224 -1.239 0.307
H 3.384 -1.820 -0.985
H 0.670 0.250 1.470
H 1.853 1.523 1.101
H -1.313 1.682 -1.227
H -2.447 -0.497 -1.350
H -3.387 -0.717 0.192
H -1.214 -1.776 1.217
H -0.476 -1.569 -0.485

=====

#two
The following is a DFT calculation (ωB97M-V/def2-TZVPD) of an isolated molecule of C6H8N2.

Its SMILES is C=C(C)C(=C)N=C=N. The HOMO-LUMO gap comes out at 9.70 eV.

Cartesian coordinates (Å):
C 1.047 -0.516 1.443
C 0.322 -0.510 0.311
C 0.807 -1.185 -0.943
C -0.964 0.192 0.238
C -2.095 -0.458 -0.078
N -1.008 1.514 0.616
C -0.300 2.198 -0.022
N 0.442 2.861 -0.639
H 0.695 -0.019 2.343
H 2.008 -1.017 1.502
H 1.706 -1.784 -0.759
H 0.052 -1.859 -1.360
H 1.058 -0.435 -1.701
H -3.047 0.062 -0.078
H -2.107 -1.515 -0.318
H 1.385 2.470 -0.555

=====

Tell me which of them is the least stable. Sure, it is #one.